75
Properties=species:S:1:pos:R:3:mulliken_charge:R:1 method="wB97M-V/def2-TZVPD" total_charge=+1 e_tot_ha=-1241.98438 largest_force_ev_per_a=2.49 lumo_energy_ev="-3.313 / -9.412" multiplicity=2 homo_energy_ha="-0.4242 / -0.4237" s2=0.754 e_above_lowest_ev=3.050
C -0.126 8.403 -18.129 -1.331
C -0.677 7.147 -18.606 0.117
O 0.415 6.211 -18.816 -0.351
H 0.463 8.402 -17.211 0.375
H -0.975 9.054 -17.921 0.485
H 0.451 8.924 -18.893 0.270
H -1.241 7.320 -19.522 -0.001
H -1.258 6.719 -17.789 0.355
H -0.003 5.370 -19.011 0.085
C -0.851 1.943 -20.441 -1.192
C -1.168 3.446 -20.460 -0.146
O -1.471 3.951 -19.163 -0.572
H -1.740 1.338 -20.263 0.358
H -0.144 1.682 -19.653 0.312
H -0.518 1.683 -21.445 0.338
H -1.907 3.715 -21.215 0.291
H -0.464 4.157 -20.893 0.312
H -2.227 3.419 -18.903 0.308
C 1.788 8.074 -21.811 -0.533
C 2.584 7.909 -23.084 -0.546
O 1.757 8.288 -24.249 -0.518
H 0.939 7.405 -21.670 0.200
H 1.246 9.015 -21.711 0.209
H 2.478 7.925 -20.980 0.224
H 2.944 6.883 -23.015 0.311
H 3.589 8.320 -22.988 0.360
H 2.355 8.214 -24.997 0.303
C -4.330 8.023 -18.169 -1.100
C -5.594 7.861 -19.068 0.485
C -5.433 7.696 -20.566 -0.989
O -6.388 6.807 -18.478 -0.590
H -4.084 9.085 -18.160 0.111
H -3.493 7.480 -18.608 0.271
H -4.386 7.742 -17.117 0.520
H -6.245 8.732 -18.991 0.242
H -5.035 8.611 -21.007 0.186
H -6.429 7.375 -20.874 0.384
H -4.614 7.013 -20.789 0.197
H -5.725 6.278 -18.029 0.320
C 5.143 7.089 -17.338 -1.282
C 3.659 6.604 -17.421 0.662
C 2.928 6.601 -16.062 -1.215
O 2.854 7.466 -18.294 -0.530
H 5.503 6.871 -16.333 0.341
H 5.198 8.127 -17.669 0.303
H 5.735 6.596 -18.109 0.336
H 3.650 5.627 -17.904 0.217
H 2.647 7.581 -15.674 0.233
H 3.473 6.276 -15.175 0.426
H 1.976 6.113 -16.272 0.288
H 1.994 7.062 -18.432 0.178
C 2.144 11.732 -16.861 -0.719
C 0.953 12.338 -16.162 0.768
C 0.333 11.492 -15.092 -1.238
O 1.313 13.515 -15.452 -0.547
H 2.466 12.369 -17.685 0.399
H 1.728 10.795 -17.231 -0.035
H 2.853 11.591 -16.046 0.304
H 0.100 12.477 -16.826 -0.156
H 1.005 11.032 -14.368 0.328
H -0.268 10.722 -15.577 0.217
H -0.394 12.026 -14.480 0.376
H 1.646 14.107 -16.130 0.322
C -3.606 12.353 -21.000 -1.432
C -3.417 11.034 -20.243 0.633
C -2.419 10.049 -20.966 -0.821
O -2.687 11.156 -19.043 -0.116
H -4.145 13.105 -20.425 0.412
H -4.158 12.295 -21.938 0.379
H -2.606 12.772 -21.111 0.423
H -4.326 10.439 -20.158 0.094
H -2.247 9.156 -20.364 -0.052
H -1.378 10.311 -21.155 0.578
H -2.926 9.854 -21.910 0.466
H -2.058 11.880 -19.074 0.398